1.
38
Properties=species:S:1:pos:R:3 method="wB97M-V/def2-TZVPD" max_force_ev_per_a=0.79 de_lowest_kj_mol=0.0 multiplicity=1 lumo_ev=-0.06 smiles="NS(=O)(=O)c1cc(C(=O)NCCOc2ccccc2)c(Cl)cc1Cl"
N 4.916 3.341 -2.237
S 4.771 1.905 -1.390
O 4.444 2.224 -0.032
O 5.900 1.075 -1.668
C 3.302 1.201 -2.138
C 2.209 0.949 -1.337
C 1.048 0.394 -1.863
C -0.112 0.065 -0.966
O -0.701 -0.992 -1.011
N -0.438 1.060 -0.110
C -1.466 0.871 0.886
C -0.923 0.140 2.130
O -1.937 -0.153 3.054
C -2.772 -1.216 2.822
C -2.704 -2.078 1.734
C -3.606 -3.126 1.636
C -4.574 -3.325 2.603
C -4.642 -2.464 3.686
C -3.749 -1.418 3.797
C 1.021 0.088 -3.229
Cl -0.386 -0.577 -3.938
C 2.120 0.341 -4.042
C 3.264 0.897 -3.489
Cl 4.631 1.215 -4.455
H 4.826 4.143 -1.634
H 5.750 3.385 -2.799
H 2.304 1.177 -0.286
H 0.137 1.885 -0.060
H -2.259 0.265 0.438
H -1.878 1.839 1.172
H -0.223 0.789 2.667
H -0.391 -0.766 1.816
H -1.970 -1.957 0.953
H -3.545 -3.788 0.786
H -5.272 -4.144 2.514
H -5.393 -2.608 4.449
H -3.784 -0.738 4.634
H 2.081 0.104 -5.092

---

2.
43
Properties=species:S:1:pos:R:3 method="wB97M-V/def2-TZVPD" max_force_ev_per_a=0.43 total_charge=-1 de_lowest_kj_mol=0.0 multiplicity=1 lumo_ev=1.57
Tl 0.766 -1.917 -1.759
O -0.905 -4.407 0.764
Cl 0.182 -4.379 -0.142
O 0.904 -5.593 -0.161
O 1.092 -3.254 0.200
O -0.294 -4.043 -1.502
O 3.573 -2.943 -3.942
S 2.826 -1.760 -3.628
O 3.220 -0.538 -4.274
O 1.306 -2.015 -3.841
O 2.838 -1.546 -2.070
C -3.535 2.519 1.821
C -2.760 1.232 1.877
C -3.417 0.042 2.146
C -2.720 -1.156 2.183
C -1.371 -1.173 1.900
C -0.699 0.016 1.620
N 0.671 -0.053 1.316
C 1.313 0.592 0.249
C 2.674 0.879 0.372
C 3.366 1.484 -0.656
C 2.706 1.880 -1.811
C 1.354 1.632 -1.932
C 0.654 0.947 -0.937
C -0.756 0.516 -1.269
O -1.648 1.294 -1.506
O -0.938 -0.801 -1.303
C -1.377 1.240 1.651
C -0.665 2.549 1.455
H -4.605 2.324 1.884
H -3.338 3.048 0.887
H -3.267 3.192 2.640
H -4.486 0.053 2.313
H -3.235 -2.085 2.388
H -0.833 -2.112 1.850
H 1.172 -0.828 1.721
H 3.182 0.597 1.285
H 4.431 1.646 -0.558
H 3.249 2.338 -2.623
H 0.821 1.903 -2.834
H 0.397 2.456 1.671
H -1.080 3.304 2.124
H -0.769 2.919 0.432

---

3.
34
Properties=species:S:1:pos:R:3 method="wB97M-V/def2-TZVPD" max_force_ev_per_a=0.53 de_lowest_kj_mol=0.0 multiplicity=1 lumo_ev=0.57 smiles="CSc1ccccc1NC(=O)COc1ccc(Cl)cc1"
C -1.044 -2.637 -2.778
S -0.463 -1.199 -1.823
C 1.042 -1.883 -1.137
C 2.047 -2.329 -1.976
C 3.212 -2.856 -1.447
C 3.375 -2.920 -0.073
C 2.382 -2.465 0.775
C 1.204 -1.941 0.252
N 0.162 -1.482 1.053
C 0.168 -1.171 2.369
O 1.088 -1.330 3.140
C -1.174 -0.587 2.839
O -1.986 -0.080 1.808
C -1.576 1.043 1.139
C -2.440 1.499 0.144
C -2.120 2.610 -0.606
C -0.927 3.276 -0.363
Cl -0.518 4.668 -1.302
C -0.062 2.833 0.620
C -0.382 1.715 1.372
H -2.005 -2.355 -3.196
H -0.344 -2.864 -3.575
H -1.157 -3.488 -2.113
H 1.921 -2.256 -3.046
H 3.991 -3.205 -2.107
H 4.284 -3.324 0.345
H 2.506 -2.504 1.844
H -0.679 -1.251 0.528
H -0.975 0.163 3.614
H -1.754 -1.397 3.292
H -3.359 0.962 -0.026
H -2.788 2.959 -1.377
H 0.865 3.353 0.800
H 0.313 1.381 2.126

---

4.
44
Properties=species:S:1:pos:R:3 method="wB97M-V/def2-TZVPD" max_force_ev_per_a=0.48 s_squared=6.02 de_lowest_kj_mol=0.0 multiplicity=5 lumo_ev="-0.03 / -0.10"
Cr 0.156 0.630 -0.962
N 2.341 0.943 -1.201
C 2.665 2.357 -1.453
C 1.633 3.226 -0.755
N 0.286 2.795 -1.179
H 2.747 0.596 -0.338
H 2.666 0.317 -1.929
H 2.618 2.522 -2.531
H 3.670 2.634 -1.130
H 1.821 4.284 -0.952
H 1.690 3.072 0.324
H 0.091 3.099 -2.129
H -0.442 3.197 -0.596
S -3.932 0.910 0.959
C -4.239 0.841 -0.716
C -3.088 0.733 -1.440
C -1.888 0.724 -0.651
C -2.227 0.843 0.675
C -1.255 0.799 1.778
C -1.621 0.584 3.109
C -0.645 0.489 4.077
C 0.690 0.612 3.717
C 0.970 0.831 2.384
N 0.038 0.932 1.436
H -5.255 0.871 -1.079
H -3.100 0.647 -2.519
H -2.666 0.465 3.364
H -0.920 0.301 5.108
H 1.489 0.532 4.441
H 2.001 0.929 2.054
F -0.123 -2.042 1.377
C 0.530 -2.915 0.600
F 0.079 -4.140 0.903
F 1.821 -2.859 0.958
C 0.363 -2.537 -0.906
O 0.729 -1.260 -1.079
C 1.310 -3.431 -1.774
F 1.210 -4.741 -1.515
F 2.590 -3.084 -1.576
F 1.052 -3.247 -3.075
C -1.118 -2.805 -1.340
F -1.382 -4.117 -1.476
F -1.371 -2.220 -2.513
F -1.986 -2.318 -0.452

---

5.
42
Properties=species:S:1:pos:R:3 method="wB97M-V/def2-TZVPD" max_force_ev_per_a=2.55 total_charge=-1 multiplicity=1 lumo_ev=2.62
F 2.804 0.362 1.320
C 1.602 0.102 1.931
F 1.569 -1.238 2.129
F 1.612 0.650 3.182
S 0.350 0.839 0.927
N -0.991 0.037 1.984
C -2.051 0.872 2.363
O -2.072 2.081 2.230
C -3.165 -0.029 2.874
C -2.782 -1.394 2.397
C -1.532 -1.174 1.544
O -1.114 -1.868 0.640
H -3.182 0.032 3.957
H -4.123 0.330 2.501
H -2.498 -2.034 3.230
H -3.538 -1.893 1.799
C 5.006 5.375 -0.901
C 4.362 4.602 0.223
O 4.044 3.252 -0.340
C 2.752 2.867 -0.055
C 2.155 1.785 -0.933
F 0.782 2.071 -1.152
S 2.824 1.832 -2.671
C 2.119 0.267 -3.244
C 2.954 -0.809 -3.580
C 2.379 -1.981 -4.098
C 0.996 -2.101 -4.206
C 0.175 -1.075 -3.738
C 0.735 0.109 -3.243
O 2.114 2.951 -3.296
O 4.256 1.676 -2.834
O 2.058 3.366 0.840
H 5.503 6.294 -0.568
H 5.740 4.757 -1.430
H 4.235 5.673 -1.624
H 5.055 4.438 1.061
H 3.428 5.083 0.562
H 4.035 -0.728 -3.439
H 3.032 -2.796 -4.404
H 0.554 -3.003 -4.630
H -0.906 -1.171 -3.748
H 0.094 0.892 -2.839

---

6.
43
Properties=species:S:1:pos:R:3 method="wB97M-V/def2-TZVPD" max_force_ev_per_a=1.54 total_charge=+2 s_squared=6.04 multiplicity=5 lumo_ev="-6.06 / -9.18"
Pt 0.628 -0.339 0.192
C 4.160 -2.963 1.558
C 3.465 -1.694 1.208
C 4.230 -0.409 1.282
O 2.617 -1.741 0.115
C 2.259 -1.358 2.736
O 2.804 -1.749 3.690
O 1.271 -0.823 2.295
H 5.017 -3.111 0.894
H 3.510 -3.833 1.478
H 4.555 -2.923 2.571
H 5.038 -0.437 0.546
H 4.687 -0.270 2.259
H 3.595 0.448 1.047
H 2.453 -2.653 -0.179
F -1.373 4.411 -4.312
C -0.780 3.811 -3.314
C -0.180 4.557 -2.283
F -0.187 5.869 -2.343
C 0.394 3.915 -1.193
F 0.919 4.626 -0.218
C 0.421 2.477 -1.079
O 0.883 1.880 -0.063
C -0.155 1.779 -2.189
F -0.149 0.422 -2.100
C -0.761 2.398 -3.255
F -1.353 1.690 -4.194
C -3.347 -2.969 -1.083
N -3.102 -1.810 -0.248
C -4.119 -1.081 0.260
C -3.906 0.050 0.980
C -2.564 0.493 1.172
N -1.585 -0.250 0.639
C -1.818 -1.406 -0.028
O -0.825 -2.039 -0.437
N -2.280 1.609 1.818
H -4.420 -3.104 -1.190
H -2.912 -3.864 -0.638
H -2.900 -2.810 -2.066
H -5.117 -1.441 0.053
H -4.730 0.614 1.384
H -3.020 2.146 2.247
H -1.322 1.883 1.988

---

7.
39
Properties=species:S:1:pos:R:3 method="wB97M-V/def2-TZVPD" max_force_ev_per_a=0.38 total_charge=+2 s_squared=0.76 de_lowest_kj_mol=5.9 multiplicity=2 lumo_ev="-8.00 / -8.09"
Tc 0.287 -0.322 -0.084
O 1.879 -1.269 -0.492
N 2.984 -1.221 0.313
C 4.089 -1.857 -0.136
C 5.218 -1.825 0.628
C 5.199 -1.131 1.844
C 4.052 -0.496 2.263
C 2.909 -0.542 1.467
S 1.385 0.172 1.887
H 3.991 -2.358 -1.087
H 6.105 -2.334 0.280
H 6.089 -1.092 2.457
H 4.011 0.049 3.195
S -1.256 -1.557 0.969
C -1.693 -0.702 2.446
N -1.752 0.595 2.526
C -2.204 1.164 3.810
C -2.776 -0.006 4.627
S -2.208 -1.547 3.819
H -1.579 1.197 1.725
H -2.960 1.920 3.611
H -1.359 1.638 4.306
H -3.863 -0.019 4.644
H -2.405 -0.011 5.647
O -0.473 -0.860 -2.136
C -1.111 -0.007 -3.056
C -1.226 -0.417 -4.364
C -1.887 0.392 -5.274
C -2.442 1.602 -4.870
C -2.326 1.995 -3.552
C -1.644 1.201 -2.626
C -1.578 1.702 -1.249
O -2.320 2.471 -0.731
O -0.499 1.266 -0.454
H -0.137 -1.646 -2.587
H -0.813 -1.371 -4.675
H -1.974 0.069 -6.302
H -2.962 2.229 -5.579
H -2.752 2.928 -3.210

---

8.
37
Properties=species:S:1:pos:R:3 method="wB97M-V/def2-TZVPD" max_force_ev_per_a=15.36 de_lowest_kj_mol=1426.8 multiplicity=1 lumo_ev=-0.95 smiles="CCOc1ccccc1C(=O)Oc1cc(C)[nH]c(=O)c1[N+](=O)[O-]"
C 0.303 2.582 -2.344
C -0.369 1.251 -1.811
O 0.115 1.101 -0.477
C 1.417 0.683 -0.355
C 2.389 0.349 -1.064
C 3.632 0.025 -0.590
C 4.006 -0.285 0.629
C 3.102 0.149 1.591
C 1.706 0.631 1.200
C 0.889 0.873 2.492
O 1.292 1.488 3.319
O -0.522 0.750 2.003
C -1.104 -0.270 1.489
C -2.359 0.186 1.026
C -3.108 -0.852 0.092
C -4.301 -0.349 -0.297
N -2.467 -1.790 -0.221
C -1.207 -2.249 0.267
O -0.927 -3.318 -0.248
C -0.501 -1.521 0.980
N 0.669 -1.790 1.508
O 1.449 -2.651 0.985
O 0.923 -1.585 2.886
H 0.024 2.726 -3.444
H 0.064 3.274 -1.650
H 1.485 2.364 -2.554
H -1.449 1.253 -1.713
H 0.039 0.480 -2.465
H 2.095 0.212 -2.068
H 4.377 -0.584 -1.486
H 4.939 -0.643 1.049
H 3.190 0.269 2.710
H -2.682 1.058 1.122
H -4.707 0.539 -0.083
H -4.332 -0.377 -1.410
H -5.022 -1.410 -0.200
H -3.049 -2.568 -0.870

---

9.
35
Properties=species:S:1:pos:R:3 method="wB97M-V/def2-TZVPD" max_force_ev_per_a=3.85 de_lowest_kj_mol=257.5 multiplicity=1 lumo_ev=0.39 smiles="CC(=O)NN1C(=O)c2ccccc2N[C@H]1c1ccccn1"
C -0.459 -3.219 3.229
C -1.145 -2.244 2.268
O -2.015 -2.571 1.446
N -0.584 -0.943 2.273
N -0.517 0.127 1.358
C 0.129 1.369 1.627
O 0.745 1.648 2.702
C 0.107 2.352 0.548
C 1.052 3.391 0.426
C 1.031 4.322 -0.619
C 0.194 4.152 -1.686
C -0.626 3.118 -1.708
C -0.708 2.217 -0.599
N -1.514 1.124 -0.691
C -1.151 -0.126 0.016
C -0.286 -1.122 -0.876
C 1.047 -1.157 -0.713
C 1.890 -1.787 -1.632
C 1.247 -2.597 -2.561
C -0.154 -2.655 -2.719
N -0.936 -1.845 -1.879
H -1.049 -3.276 4.172
H 0.536 -3.021 3.459
H -0.434 -4.259 2.815
H 0.028 -0.876 3.061
H 1.583 3.525 1.342
H 1.775 5.043 -0.758
H 0.151 4.775 -2.563
H -1.238 2.978 -2.545
H -2.315 0.997 -1.296
H -2.129 -0.655 0.231
H 1.516 -0.788 0.286
H 2.906 -1.711 -1.462
H 1.840 -3.061 -3.357
H -0.515 -3.226 -3.596

---

10.
39
Properties=species:S:1:pos:R:3 method="wB97M-V/def2-TZVPD" max_force_ev_per_a=1.56 total_charge=+2 de_lowest_kj_mol=71.4 multiplicity=1 lumo_ev=-8.14
Pd 0.003 -0.173 0.351
N -1.022 -3.230 3.192
C -0.871 -2.460 2.118
S -0.639 -0.737 2.473
N -0.951 -2.972 0.916
N -0.784 -2.047 -0.051
C -0.846 -2.389 -1.280
C -0.675 -1.362 -2.304
C -0.814 -1.612 -3.654
C -0.760 -0.536 -4.535
C -0.585 0.741 -4.032
C -0.432 0.911 -2.663
N -0.462 -0.119 -1.820
H -0.997 -2.854 4.124
H -1.297 -4.193 3.067
H -1.053 -3.425 -1.523
H -0.985 -2.621 -4.007
H -0.871 -0.697 -5.599
H -0.569 1.605 -4.682
H -0.287 1.890 -2.226
S -1.469 1.564 0.629
C 0.018 2.312 1.229
C 0.290 3.570 1.730
C 1.601 3.817 2.100
C 2.580 2.829 1.973
C 2.243 1.593 1.475
N 0.969 1.371 1.115
H -0.491 4.311 1.826
H 1.869 4.786 2.500
H 3.603 3.016 2.267
H 2.949 0.783 1.367
S 3.993 -2.001 -0.977
C 3.666 -2.416 0.645
C 2.448 -1.951 1.010
N 1.787 -1.276 0.005
C 2.501 -1.224 -1.097
H 4.368 -2.981 1.239
H 1.979 -2.070 1.975
H 2.165 -0.739 -2.002

---

11.
36
Properties=species:S:1:pos:R:3 method="wB97M-V/def2-TZVPD" max_force_ev_per_a=3.07 de_lowest_kj_mol=208.2 multiplicity=1 lumo_ev=-2.55
C 2.029 0.373 -1.346
C 2.686 -0.772 -1.831
C 4.039 -1.078 -1.696
C 5.025 -0.296 -1.097
C 4.977 1.060 -0.764
C 3.930 1.960 -0.957
C 2.603 1.655 -1.253
H 0.949 0.291 -1.165
H 2.055 -1.529 -2.310
H 4.354 -2.078 -2.027
H 5.966 -0.802 -0.859
H 5.884 1.463 -0.301
H 4.168 3.021 -0.782
H 1.916 2.505 -1.352
C 1.717 -0.027 1.443
O 0.285 -0.444 1.701
C -0.659 -0.239 0.789
S -1.581 -1.677 0.198
O -1.296 -1.897 -1.203
O -1.499 -2.755 1.168
C -3.215 -0.973 0.402
C -3.276 0.365 0.751
C -4.511 0.986 0.980
C -5.684 0.248 0.801
C -5.623 -1.098 0.448
C -4.388 -1.729 0.267
S -1.709 1.215 0.964
O -1.718 1.677 2.339
O -1.492 2.134 -0.138
H 2.234 -0.174 2.382
H 2.109 -0.689 0.684
H 1.717 1.013 1.135
H -4.520 2.031 1.289
H -6.641 0.736 0.974
H -6.531 -1.688 0.341
H -4.301 -2.788 0.024

---

12.
40
Properties=species:S:1:pos:R:3 method="wB97M-V/def2-TZVPD" max_force_ev_per_a=1.82 total_charge=+1 de_lowest_kj_mol=280.0 multiplicity=1 lumo_ev="-3.43 / -3.43"
Au 1.059 0.219 0.236
N -3.248 -0.960 0.936
C -2.045 -0.462 0.617
O -1.011 -1.094 0.837
C -2.028 0.887 -0.067
C -0.728 1.640 0.126
H -3.312 -1.882 1.336
H -4.098 -0.466 0.727
H -2.875 1.476 0.303
H -2.209 0.694 -1.129
H -0.655 2.142 1.088
H -0.463 2.292 -0.702
F 3.902 -0.028 -0.837
B 3.182 0.042 0.280
F 3.873 0.141 1.408
Br 1.884 2.828 2.201
C 1.463 1.239 3.111
C 1.521 1.216 4.492
C 1.227 0.027 5.136
C 0.890 -1.093 4.389
C 0.844 -0.985 3.017
N 1.122 0.170 2.392
H 1.793 2.106 5.038
H 1.263 -0.023 6.216
H 0.668 -2.039 4.859
H 0.575 -1.812 2.380
S 1.459 1.394 -4.139
C 1.791 1.233 -2.479
N 1.066 0.356 -1.848
C 0.169 -0.294 -2.697
C -0.708 -1.322 -2.354
C -1.523 -1.835 -3.337
C -1.471 -1.347 -4.652
C -0.588 -0.351 -5.006
C 0.239 0.167 -4.010
H 2.552 1.827 -1.998
H -0.718 -1.708 -1.343
H -2.208 -2.638 -3.101
H -2.123 -1.771 -5.404
H -0.533 0.015 -6.022